C4H6NO3 | wB97M-V/def2-TZVPD

Gap between HOMO and LUMO (alpha / beta): 6.0 / 4.8 eV
Multiplicity: 2
Energy relative to the best compared isomer or geometry (same formula, charge and spin): 123.2 kJ/mol
Net charge: -2
E_HOMO (alpha / beta): 0.032 / 0.032 Eh
Energy: -11873.80111 eV
Max |F|: 3.412 eV Å⁻¹

Last column: Löwdin spin population.
Atoms and positions in Å:
O 1.9899 3.2097 1.6657  0.0001
C 2.1834 2.1809 0.9767  0.0001
N -1.9785 -2.1802 -2.1121  0.2912
C -2.0724 -1.5313 -0.9705  0.0098
O -1.7719 -0.2882 -1.0732  0.5809
O -2.3380 -2.0376 0.1739  0.1091
C 1.7270 0.9180 1.2285  0.0001
C 1.9085 -0.2085 0.2429  -0.0002
H -1.6235 -1.5525 -2.7748  0.0094
H 2.6994 2.3199 -0.0100  0.0000
H 1.6361 0.7508 2.2495  0.0000
H 1.0746 -0.9049 0.7516  -0.0001
H 1.7240 0.2175 -0.7712  -0.0002
H 2.8205 -0.7939 0.3422  0.0000

=====

C36H30Cl3IrN2O4PS | wB97M-V/def2-TZVPD

Gap between HOMO and LUMO (alpha / beta): 6.0 / 4.4 eV
Multiplicity: 2
Energy relative to the best compared isomer or geometry (same formula, charge and spin): 103.0 kJ/mol
Net charge: +2
E_HOMO (alpha / beta): -0.472 / -0.470 Eh
Energy: -109504.03409 eV
Max |F|: 3.476 eV Å⁻¹

Last column: Löwdin spin population.
Atoms and positions in Å:
Ir -0.7418 0.2030 -0.0076  0.1448
C -0.0250 1.3343 6.4770  0.0001
C -1.0470 1.5811 5.5711  0.0008
C -0.9288 1.1497 4.2620  0.0073
C 0.2095 0.4571 3.8547  -0.0016
C 1.2430 0.2242 4.7646  -0.0003
C 1.1197 0.6662 6.0687  -0.0003
P 0.2957 -0.2549 2.1844  -0.0019
C 2.0542 -0.5303 1.8800  0.0000
C 2.9204 0.5519 2.0755  -0.0002
C 4.2598 0.4244 1.7733  0.0000
C 4.7374 -0.7670 1.2412  -0.0003
C 3.8797 -1.8409 1.0446  0.0000
C 2.5365 -1.7267 1.3531  -0.0001
C -0.5174 -1.8811 2.4130  -0.0002
C -0.5683 -2.5018 3.6458  -0.0004
C -1.1860 -3.7485 3.7864  -0.0004
C -1.7594 -4.3662 2.7027  -0.0004
C -1.7207 -3.7673 1.4274  -0.0001
C -2.2511 -4.4105 0.2900  0.0038
C -2.1560 -3.8373 -0.9542  0.0001
C -1.5629 -2.5773 -1.1041  0.0013
C -1.1028 -1.8816 -0.0039  -0.0053
C -1.1114 -2.4891 1.2778  0.0005
H -0.1208 1.6625 7.5011  0.0001
H -1.9348 2.1039 5.8941  0.0001
H -1.7234 1.3399 3.5508  0.0074
H 2.1240 -0.3204 4.4553  0.0000
H 1.9165 0.4767 6.7728  0.0000
H 2.5334 1.4854 2.4654  0.0000
H 4.9328 1.2537 1.9299  0.0000
H 5.7783 -0.8540 0.9705  0.0000
H 4.2592 -2.7682 0.6420  0.0000
H 1.8674 -2.5636 1.2039  0.0000
H -0.1232 -2.0323 4.5113  0.0000
H -1.2054 -4.2215 4.7565  0.0000
H -2.2461 -5.3245 2.8133  0.0000
H -2.7146 -5.3783 0.4139  0.0002
H -2.5419 -4.3525 -1.8213  -0.0001
H -1.4826 -2.1571 -2.0984  0.0000
O 3.4424 1.4238 -1.1960  0.0015
C 2.2154 1.5116 -1.1450  0.0013
O 1.4127 0.7176 -0.6168  0.0142
C 1.6484 2.8465 -1.7643  -0.0003
N 2.8578 3.5908 -2.1995  0.0001
C 2.9309 4.8735 -1.4457  0.0000
C 1.4913 5.1198 -1.0029  0.0000
C 0.9964 3.7114 -0.6794  0.0001
H 0.9840 2.6463 -2.6044  0.0000
H 2.8968 3.7408 -3.2051  0.0000
H 3.6105 2.8645 -1.9100  0.0001
H 3.3229 5.6684 -2.0770  0.0000
H 3.5847 4.7432 -0.5822  0.0000
H 0.9045 5.5495 -1.8150  0.0000
H 1.4339 5.7884 -0.1488  0.0000
H -0.0883 3.6245 -0.6910  0.0004
H 1.3551 3.3967 0.3032  0.0000
Cl -1.4249 -0.9956 -5.1116  -0.0001
C -0.2960 0.0861 -4.2722  0.0005
Cl 0.0220 1.5505 -5.2607  0.0005
Cl 1.2632 -0.7502 -3.9344  0.0010
C -0.8247 0.5109 -3.0125  0.0062
N -1.1542 0.8312 -1.9484  0.0000
O -4.8488 7.0003 -1.4070  0.0022
C -4.1242 6.7357 -0.3261  0.0071
O -3.6005 7.5871 0.3313  0.0222
C -3.9061 5.2861 0.0246  0.0995
C -4.0984 4.8547 1.3378  -0.0122
C -3.8041 3.5552 1.6872  0.0706
C -3.2386 2.6887 0.7386  0.0654
S -2.8278 1.0814 1.2299  0.4951
C -3.0273 3.1305 -0.5758  0.0749
C -3.3750 4.4151 -0.9297  -0.0048
H -5.2679 6.2282 -1.8106  0.0003
H -4.4830 5.5485 2.0703  -0.0020
H -3.9806 3.2007 2.6914  0.0015
H -2.6069 2.4525 -1.3035  0.0021
H -3.2121 4.7536 -1.9442  -0.0020

=====

C2H15N2O4 | wB97M-V/def2-TZVPD

Gap between HOMO and LUMO: 11.0 eV
Energy relative to the best compared isomer or geometry (same formula, charge and spin): 111.8 kJ/mol
Net charge: +1
E_HOMO: -0.532 Eh
Energy: -13481.32684 eV
Max |F|: 4.511 eV Å⁻¹

Last column: Mulliken charge in e.
Atoms and positions in Å:
C -2.1836 -0.5382 -1.4198  -0.9136
N -0.6588 2.2320 0.3021  -0.3554
C -1.0654 1.4189 -0.7240  0.1426
N -1.4060 0.1826 -0.4459  -0.0163
H -1.6016 -1.1748 -2.0880  0.3206
H -2.8831 0.1142 -1.9560  0.3867
H -2.7997 -1.2219 -0.8380  0.3253
H 0.0142 1.8866 0.9693  0.3138
H -0.3878 3.1652 0.0938  0.2663
H -1.4210 2.0221 -1.5572  0.3423
H -0.7715 -0.3570 0.1459  0.2183
H 2.6325 -0.8993 0.0099  0.3065
H 2.9775 -2.2190 -0.1800  0.3029
O 2.1441 -1.7257 -0.2027  -0.6074
H 0.8583 -3.5280 1.9225  0.3087
H -0.6020 -3.2936 2.4753  0.2967
O 0.1195 -2.9084 1.9754  -0.5940
H -0.1628 0.2618 2.5085  0.3420
H 0.9318 -0.6402 1.8426  0.2783
O 0.6455 0.2803 1.9714  -0.6753
H 1.8247 2.1472 -2.3579  0.3176
H 2.0746 2.8105 -1.0399  0.3198
O 1.7208 1.9848 -1.4073  -0.6262

=====

C3H8N2OS | wB97M-V/def2-TZVPD

Gap between HOMO and LUMO: 10.4 eV
Energy relative to the best compared isomer or geometry (same formula, charge and spin): 248.3 kJ/mol
SMILES: [H]/N=C\NSCOC
E_HOMO: -0.353 Eh
Energy: -19101.92835 eV
Max |F|: 3.174 eV Å⁻¹

Last column: Mulliken charge in e.
Atoms and positions in Å:
H 0.0501 -3.1086 0.7492  0.2700
N -0.9017 -2.9346 0.2503  -0.5354
C -1.5452 -1.9173 0.5866  -0.0644
N -1.2856 -0.8453 1.4948  -0.3618
S 0.3544 -0.3724 1.7492  -0.0550
C 0.9278 0.2968 0.1678  -0.4693
O 0.1713 1.4743 -0.1513  -0.2962
C 0.7921 2.1457 -1.2559  -0.6519
H -2.5309 -1.9103 0.1370  0.3413
H -1.8418 -0.0387 1.1778  0.3372
H 2.0359 0.5143 0.3420  0.3190
H 0.7452 -0.3787 -0.6683  0.3814
H 1.8757 2.3043 -0.9307  0.2763
H 0.3947 3.1518 -1.3837  0.2564
H 0.7580 1.6187 -2.2649  0.2526